Molecular formula: C3H9NS2
Method: DFT, ωB97M-V/def2-TZVPD

The geometry in XYZ format:
```
15
Properties=species:S:1:pos:R:3:nbo_charge:R:1
N 1.545 0.904 -1.945 -0.837
C 0.711 -0.101 -1.261 -0.243
C 1.074 -0.065 0.188 -0.598
S 0.652 1.370 1.050 0.065
S -1.356 -1.744 0.148 0.049
C -1.772 -0.300 1.108 -0.811
H 1.338 1.778 -1.459 0.350
H 1.297 1.125 -2.903 0.362
H 0.863 -1.102 -1.652 0.205
H -0.336 0.180 -1.368 0.185
H 2.084 -0.393 0.430 0.266
H 0.418 -0.882 0.691 0.269
H -2.775 -0.474 1.495 0.267
H -1.701 0.617 0.513 0.230
H -1.066 -0.106 1.932 0.241
```

Computed properties:
maximum force: 1.72 eV/Å
E_HOMO: -8.93 eV
Kohn-Sham gap: 5.87 eV
energy above the lowest of the compared OMol25 structures with the same formula, charge and spin: 89.8 kcal/mol
total energy: -26413.7842 eV
lowest unoccupied orbital energy: -3.051 eV